Record 1
ORCA calculation (ωB97M-V/def2-TZVPD) on a molecular structure, C40H54Cl57O5.

Values from the calculation:
E_HOMO = -0.198 hartree
Net charge = -1
HOMO-LUMO gap = 6.290 eV
Total energy = -766364.22631 eV

Structure (XYZ):
```
156
Properties=species:S:1:pos:R:3:forces:R:3:lowdin_charge:R:1
Cl 3.715 9.682 -6.436 -0.1 -0.1 0.1 0.53
Cl 2.672 2.139 -13.735 -0.1 0.2 0.0 0.53
Cl 14.850 -7.561 9.864 -0.1 0.0 0.1 0.52
Cl 0.715 4.719 -5.163 0.0 -0.1 -0.1 0.54
Cl -14.977 -4.656 0.659 0.0 -0.1 0.1 0.52
Cl -0.706 5.074 -12.216 -0.1 0.0 0.1 0.56
Cl 6.391 -8.260 7.338 0.0 0.0 0.0 0.50
Cl 5.782 -4.592 7.469 0.2 0.0 0.1 0.52
Cl -4.763 6.812 -4.211 0.0 -0.1 0.2 0.50
Cl 13.213 -0.809 6.950 0.0 -0.1 0.0 0.52
Cl 6.914 -11.949 7.398 0.1 0.0 0.0 0.51
Cl -9.302 8.567 -1.403 0.1 -0.1 0.1 0.51
Cl 9.754 -6.140 9.372 -0.5 0.0 0.0 0.49
Cl -2.674 -1.720 -0.642 0.2 -0.3 -0.2 0.57
Cl 14.592 -4.975 11.173 0.0 -0.1 0.0 0.51
Cl -1.980 -4.492 -0.063 0.0 0.2 0.0 0.52
Cl -14.588 -4.201 3.506 0.0 -0.1 -0.1 0.52
Cl 2.033 7.345 -6.851 0.1 0.2 0.0 0.51
Cl -8.861 2.557 -2.683 -0.1 -0.1 0.0 0.51
Cl -0.821 1.914 -3.099 -0.1 0.2 -0.1 0.56
Cl 5.067 -8.993 4.852 0.0 0.0 0.1 0.52
Cl 2.283 8.160 -19.705 -0.1 -0.1 0.0 0.52
Cl -2.132 10.593 -7.813 -0.1 -0.1 -0.1 0.52
Cl 8.780 -10.737 9.270 0.0 0.0 -0.2 0.51
Cl 14.620 -2.683 5.225 -0.1 0.0 0.1 0.52
Cl 4.960 -2.325 9.098 0.0 0.0 0.5 0.50
Cl 9.618 -12.995 7.638 0.0 0.1 0.0 0.51
Cl 1.732 3.814 -15.921 -0.1 -0.3 0.4 0.49
Cl -9.442 7.643 1.353 0.1 0.0 -0.1 0.52
Cl 1.169 -9.424 4.152 0.0 0.0 0.0 0.49
Cl 0.532 -6.906 5.470 0.0 -0.1 -0.1 0.50
Cl 3.087 -3.528 7.224 0.0 -0.1 0.0 0.53
Cl 0.414 5.686 -9.602 -0.1 0.2 -0.4 0.56
Cl 10.455 -4.801 6.883 -0.1 0.0 -0.1 0.52
Cl -1.746 4.134 -1.460 0.0 0.2 -0.2 0.58
Cl -0.998 3.644 -7.254 0.1 0.0 0.1 0.53
Cl -11.097 1.132 -1.488 0.1 0.1 -0.2 0.55
Cl 2.946 5.374 -20.220 -0.1 0.1 0.1 0.52
Cl 1.159 9.466 -5.064 0.1 -0.1 0.0 0.52
Cl -2.599 8.265 -2.920 -0.1 -0.1 0.0 0.52
Cl 3.812 -7.097 6.666 0.0 -0.4 -0.1 0.52
Cl -3.457 3.060 -3.555 0.1 0.1 0.0 0.53
Cl 9.839 -3.233 9.256 0.0 -0.1 -0.1 0.53
Cl 0.525 -7.066 2.569 0.1 -0.1 0.1 0.53
Cl -4.827 10.757 -8.899 0.1 -0.1 0.0 0.52
Cl -4.821 7.256 -1.335 0.1 -0.1 -0.1 0.53
Cl -8.714 -0.323 -2.314 -0.3 0.0 -0.5 0.57
Cl 3.670 4.857 -14.018 -0.1 0.0 0.0 0.52
Cl -8.722 5.788 -0.768 0.1 0.1 0.1 0.50
Cl 1.639 2.502 -6.803 -0.1 0.2 0.0 0.55
Cl 12.850 -5.660 8.946 0.3 -0.6 0.4 0.46
Cl 14.443 -3.189 8.085 0.2 0.6 -0.3 0.48
Cl -4.277 9.030 -6.622 0.1 0.1 -0.2 0.50
Cl 2.838 6.361 -17.486 0.0 0.3 -0.4 0.49
Cl -2.688 -2.692 2.105 0.1 0.0 -0.1 0.54
Cl -12.937 -6.144 2.106 -0.2 0.0 0.0 0.52
Cl -2.072 6.936 -10.448 0.1 -0.2 0.0 0.55
O 4.139 -1.258 4.032 4.2 -1.6 2.2 0.02
O 3.248 -2.166 0.666 0.6 1.3 3.0 -0.07
O 5.623 -2.237 5.663 1.5 3.5 -9.7 0.04
O 2.286 -2.573 2.786 4.4 3.3 -3.6 -0.16
O 6.361 -1.868 3.421 -3.6 0.1 1.6 0.04
C 9.479 -4.715 8.358 0.0 0.1 0.2 -1.52
C 2.276 3.788 -14.237 0.0 -0.1 0.0 -1.54
C -0.008 2.020 1.360 0.3 -0.3 -0.6 -0.20
C -8.618 7.461 -0.203 0.0 -0.1 0.0 -1.55
C -11.587 -2.808 1.181 1.1 0.5 0.6 -0.15
C 4.161 -0.852 2.598 0.5 -1.0 1.8 -0.21
C 6.769 -2.356 0.290 -0.2 -2.1 0.9 -0.16
C -1.257 1.318 0.633 -0.6 -0.3 -0.4 -0.24
C -1.788 3.396 -3.069 0.1 -0.2 0.0 -1.53
C 1.276 -7.659 4.054 0.0 0.3 -0.1 -1.56
C 2.150 6.498 -19.109 0.1 0.0 0.1 -1.54
C -14.538 -5.399 2.205 0.1 0.0 0.0 -1.54
C -1.076 5.476 -10.533 0.0 0.0 0.1 -1.51
C -2.634 1.381 1.462 0.0 0.8 0.2 -0.19
C -3.788 6.966 -2.743 0.0 0.0 -0.1 -1.54
C 6.367 -0.956 0.932 1.0 -1.2 -0.4 -0.12
C -10.870 -1.358 0.929 -0.7 -0.8 0.6 -0.27
C 8.608 -11.543 7.705 -0.1 0.1 0.0 -1.55
C -3.632 9.706 -8.124 0.0 0.0 0.1 -1.55
C 5.766 -1.001 2.411 0.2 4.2 -0.9 -0.21
C 4.783 -3.132 7.532 -1.3 -1.1 2.9 -1.51
C 0.671 3.982 -6.771 0.1 -0.2 0.2 -1.55
C -6.239 0.464 1.543 -0.4 0.3 -1.0 -0.21
C 13.727 -6.282 10.349 -0.1 0.1 -0.2 -1.51
C 2.553 8.575 -5.690 0.0 0.1 0.1 -1.53
C -1.917 -2.822 0.517 0.2 0.0 0.1 -1.50
C -7.559 -0.206 0.871 0.1 0.5 0.7 -0.24
C -4.943 0.313 0.592 -0.6 -0.3 0.1 -0.25
C 4.832 -8.536 6.546 -0.2 0.2 0.0 -1.52
C 3.597 0.672 2.703 -0.3 -0.2 -0.9 -0.08
C -9.777 -1.164 2.092 -0.8 0.9 0.0 -0.23
C 13.619 -2.509 6.675 0.1 0.0 0.1 -1.54
C 6.647 -3.643 0.870 0.5 1.7 -1.5 -0.02
C 5.380 -1.814 4.494 -0.7 0.0 -0.6 -0.23
C -9.781 1.045 -2.666 0.0 0.0 0.0 -1.51
C -8.790 0.095 1.877 0.3 -1.0 -0.1 -0.21
C -3.969 1.591 0.587 -0.4 -0.2 0.0 -0.20
C 2.509 1.019 1.567 0.0 1.2 0.1 -0.19
C 3.195 -1.946 1.923 -4.2 -3.1 0.5 -0.50
C 0.987 0.951 2.090 -0.7 0.2 -0.3 -0.17
H -10.356 -0.975 3.079 0.8 -0.4 -1.6 0.11
H 1.098 4.685 -7.481 -0.1 -0.2 0.2 -0.10
H 8.429 -4.696 8.073 0.2 0.0 0.0 -0.05
H 0.551 -0.089 1.847 0.8 1.5 0.9 0.11
H -8.312 0.325 2.904 -1.0 -0.1 -1.6 0.10
H -3.740 1.860 -0.517 -0.1 -0.4 1.8 0.08
H 3.098 0.810 3.733 0.9 -0.5 -1.6 0.13
H 1.464 4.151 -13.610 0.2 -0.1 -0.1 -0.05
H -9.232 -2.160 2.234 -0.4 1.5 -0.3 0.11
H 7.302 -0.281 0.902 -1.4 -1.0 0.3 0.11
H -10.422 -1.288 -0.119 -0.5 -0.2 1.5 0.05
H 13.005 -6.706 11.045 0.2 0.1 -0.1 0.02
H -0.871 -2.535 0.620 -0.1 -0.1 0.1 0.02
H 6.095 0.041 2.817 -0.5 -1.4 -0.7 0.15
H 0.603 2.556 0.553 -0.8 -0.6 1.0 0.09
H -7.387 -1.341 0.721 -0.4 1.8 0.2 0.12
H -4.390 -0.645 0.905 -0.8 1.6 -0.5 0.03
H 7.212 -2.323 -0.778 -1.5 0.1 1.6 0.10
H -7.568 7.711 -0.066 -0.2 0.0 0.0 -0.02
H -2.785 0.441 2.102 0.4 1.4 -0.8 0.09
H 0.921 1.195 3.218 0.3 -0.8 -1.7 0.12
H -11.019 -3.628 0.613 -1.1 1.1 0.7 0.08
H 2.691 2.126 1.265 -0.2 -1.7 0.4 0.10
H -11.719 -0.584 0.999 1.5 -0.8 0.0 0.09
H 6.716 -3.899 1.977 -1.0 0.7 -1.6 0.06
H -5.345 0.132 -0.475 0.7 0.3 1.5 0.10
H 2.672 0.394 0.616 -0.3 0.7 1.5 0.12
H -6.080 0.016 2.589 -0.2 0.7 -1.6 0.11
H -0.372 2.825 2.095 0.5 -1.2 -1.0 0.10
H 12.693 -3.061 6.520 0.2 0.1 0.1 -0.03
H 4.329 -9.356 7.055 0.2 0.1 -0.1 0.02
H -6.491 1.588 1.660 0.5 -1.7 0.0 0.11
H 4.456 1.438 2.640 -1.1 -1.3 0.1 0.11
H -4.569 2.472 1.040 1.0 -1.3 -0.9 0.10
H -9.373 1.007 1.468 0.8 -1.4 0.9 0.11
H -15.265 -6.178 2.428 0.2 0.2 -0.1 0.01
H -3.252 6.031 -2.587 -0.2 0.2 0.0 -0.06
H -10.214 0.897 -3.654 0.1 0.0 0.2 0.01
H 5.124 -2.450 6.753 -1.2 -0.6 2.1 -0.17
H -7.805 0.276 -0.155 0.8 -0.9 2.0 0.03
H -1.006 0.214 0.445 -0.2 1.6 0.2 0.07
H -12.708 -2.784 0.964 1.7 -0.2 0.1 0.04
H 6.536 -4.537 0.144 0.9 1.5 1.3 0.06
H -2.544 2.305 2.157 -0.2 -1.6 -0.9 0.10
H 3.043 8.075 -4.857 -0.1 0.1 -0.2 0.02
H 5.614 -0.459 0.204 0.9 -1.0 1.4 0.13
H 1.094 6.237 -19.057 0.2 0.1 0.0 0.02
H -3.409 8.884 -8.801 0.0 0.2 0.2 -0.04
H -1.479 1.773 -0.418 0.6 -0.8 2.1 0.02
H 2.328 -7.380 4.036 -0.2 -0.1 0.0 -0.02
H -11.412 -3.034 2.305 -0.6 0.2 -1.8 0.07
H -1.359 4.100 -3.780 -0.1 -0.2 0.2 -0.06
H -1.638 4.651 -10.098 0.1 0.2 -0.1 0.00
H 8.942 -10.857 6.928 -0.1 -0.1 0.2 0.02
```
Positions in Å, forces in eV/Å.

Record 2
ORCA calculation (ωB97M-V/def2-TZVPD) on 2 unconnected molecules or ions with the total composition C28H27NO3S.

Values from the calculation:
E_HOMO = -0.198 hartree
Relative energy (zero: lowest compared OMol25 entry of this formula, charge and spin) = 14.6 kcal per mole
Net charge = 0
HOMO-LUMO gap = 4.362 eV
Total energy = -47939.03128 eV

Structure (XYZ):
```
60
Properties=species:S:1:pos:R:3:forces:R:3:lowdin_charge:R:1
S 2.382 0.237 1.170 0.7 2.6 -0.2 0.43
O 0.065 -2.336 -4.934 -0.4 -0.4 0.2 -0.09
O -0.482 1.975 4.706 0.2 0.8 -1.4 -0.05
O -1.808 3.254 -3.619 1.3 0.3 1.3 0.10
N -0.812 3.660 0.957 0.1 -0.2 -0.5 -0.06
C -1.911 3.194 1.609 0.1 0.2 -0.1 -0.01
C 0.411 3.548 1.521 0.0 0.1 0.1 -0.01
C 0.327 4.288 -3.577 0.2 0.1 -0.1 -0.02
C -0.727 -3.476 2.928 -0.2 -0.6 0.0 -0.06
C 2.702 -2.395 0.646 -0.5 -0.4 0.3 -0.13
C -0.369 0.716 -2.154 0.1 -1.0 -0.5 -0.22
C -0.775 -3.506 -4.820 0.4 0.5 -0.1 -0.07
C -1.036 -1.483 -2.936 0.5 -0.2 -0.9 -0.01
C -0.923 4.152 -0.462 -0.1 0.1 0.5 -0.07
C 0.827 -1.744 2.080 1.0 0.0 -0.8 -0.12
C 0.845 1.784 5.261 0.0 -0.1 0.0 -0.03
C 0.577 3.048 2.792 0.0 -0.1 0.0 0.03
C -0.680 3.084 -1.482 -0.3 -1.4 -0.5 -0.14
C -0.376 -5.799 2.320 0.5 0.0 -0.3 -0.12
C 0.745 -5.447 1.578 -0.5 -0.2 0.3 -0.06
C -0.553 2.567 3.488 0.5 -0.5 0.7 -0.22
C 1.166 -4.106 1.483 -0.3 0.7 0.3 -0.19
C -1.819 2.662 2.872 0.1 0.1 -0.1 0.06
C -0.807 3.508 -2.956 -1.0 -0.1 -0.6 -0.40
C 0.558 0.816 -3.212 -0.5 0.1 0.6 -0.02
C 1.954 -1.360 1.310 -1.5 -2.0 0.8 -0.86
C 0.412 -3.083 2.176 0.4 -0.6 -0.4 -0.19
C 0.700 -0.206 -4.122 -0.5 -0.9 -0.2 0.01
C -1.115 -4.804 2.998 0.2 0.6 0.0 -0.11
C 2.313 -3.708 0.730 0.0 0.2 0.0 -0.05
C -0.105 -1.367 -3.999 -0.2 0.4 0.6 -0.26
C -0.546 1.775 -1.179 -0.4 1.4 0.2 0.01
C -1.143 -0.454 -2.025 0.3 0.8 0.1 -0.01
H 1.178 1.710 -3.288 -0.1 -0.3 0.0 0.11
H -1.862 -0.527 -1.208 0.2 0.0 -0.1 0.12
H 1.409 -0.142 -4.944 -0.1 -0.1 0.2 0.12
H -1.661 -2.374 -2.842 0.3 0.4 0.0 0.10
H -0.592 -4.038 -3.876 0.0 0.1 -0.2 0.10
H 1.327 -6.202 1.048 -0.2 0.1 0.1 0.10
H 1.589 2.990 3.197 -0.5 -0.1 -0.2 0.12
H -0.210 4.979 -0.591 -0.2 -0.1 0.2 0.14
H 3.577 -2.095 0.074 -0.1 -0.1 0.1 0.09
H 0.650 1.300 6.216 0.2 0.1 -0.1 0.10
H -0.643 1.465 -0.139 0.3 -0.1 -0.1 0.11
H 1.460 1.138 4.615 -0.3 0.1 0.1 0.10
H 1.254 3.869 0.906 -0.3 -0.1 0.3 0.16
H 1.200 4.347 -2.924 0.0 0.0 -0.1 0.08
H -1.938 4.558 -0.573 0.2 0.0 0.1 0.14
H -0.687 -6.843 2.381 0.1 0.3 0.0 0.09
H -1.994 -5.088 3.579 0.2 0.1 -0.1 0.09
H -2.711 2.314 3.385 0.2 0.0 -0.1 0.14
H 2.880 -4.485 0.216 -0.1 0.2 0.1 0.10
H -0.483 -4.123 -5.667 -0.1 0.0 0.1 0.09
H -0.020 5.303 -3.810 0.0 -0.2 0.0 0.09
H 1.358 2.745 5.416 -0.3 -0.2 0.0 0.10
H -2.846 3.281 1.050 0.3 -0.1 0.3 0.15
H -1.838 -3.238 -4.885 0.3 0.0 -0.1 0.09
H -1.283 -2.693 3.446 0.0 -0.2 -0.1 0.10
H 0.613 3.820 -4.528 -0.1 0.1 0.3 0.10
H 0.274 -0.965 2.601 0.0 -0.1 -0.1 0.07
```
Positions in Å, forces in eV/Å.

Record 3
ORCA calculation (ωB97M-V/def2-TZVPD) on a single C3H3ClS molecule.

Values from the calculation:
E_HOMO = -0.311 hartree
Relative energy (zero: lowest compared OMol25 entry of this formula, charge and spin) = 79.8 kcal per mole
Net charge = 0
HOMO-LUMO gap = 8.291 eV
Total energy = -26512.50064 eV

Structure (XYZ):
```
8
Properties=species:S:1:pos:R:3:forces:R:3:lowdin_charge:R:1
Cl 1.907 -0.736 -0.069 0.6 -0.1 0.0 0.41
S 1.989 1.314 0.233 -0.1 -0.7 -0.1 0.02
C -0.635 -0.371 -0.070 -1.1 1.9 -0.3 -0.25
C 0.184 -1.336 -0.250 -0.8 0.3 -0.5 -0.39
C -1.116 0.840 0.190 1.8 -2.6 -0.9 0.00
H -0.091 -2.269 -0.729 1.0 -0.2 0.3 0.08
H -1.065 1.628 -0.529 -0.5 0.3 -0.2 0.06
H -1.173 0.930 1.224 -0.9 1.1 1.7 0.05
```
Positions in Å, forces in eV/Å.

Record 4
ORCA calculation (ωB97M-V/def2-TZVPD) on a single C4H12BN molecule.

Values from the calculation:
E_HOMO = -0.312 hartree
Relative energy (zero: lowest compared OMol25 entry of this formula, charge and spin) = 63.5 kcal per mole
Net charge = 0
HOMO-LUMO gap = 9.231 eV
SMILES string = BN(CC)CC
Total energy = -6507.20229 eV

Structure (XYZ):
```
18
Properties=species:S:1:pos:R:3:forces:R:3:lowdin_charge:R:1
N -0.603 -0.126 -0.355 -2.3 -5.3 2.4 -0.18
C 1.754 -0.352 -1.103 -0.4 2.3 1.1 -0.07
C 0.280 -0.366 -1.435 1.5 -0.1 1.4 -0.31
C -0.502 1.112 0.393 -0.6 0.0 0.4 -0.26
C -0.314 0.774 1.915 -1.0 -1.1 -0.3 -0.10
B -1.474 -1.404 0.269 2.3 5.1 -3.7 0.08
H -2.261 -0.870 0.961 -0.3 -0.9 0.8 0.01
H 0.317 1.763 -0.026 -0.9 -0.5 0.5 0.12
H -1.500 1.502 0.158 0.4 1.1 0.6 0.11
H 2.268 -0.044 -1.972 0.9 -0.1 -1.2 0.05
H 2.166 -1.252 -0.729 0.4 -0.8 0.8 0.06
H 0.020 1.530 2.592 0.8 0.9 -0.1 0.04
H -1.279 0.480 2.451 1.1 0.0 -1.2 0.08
H 0.239 0.368 -2.147 -0.9 2.3 -1.9 0.09
H 1.902 0.568 -0.448 0.2 -1.5 -0.2 0.09
H -1.432 -2.349 -0.478 0.0 0.0 0.8 0.02
H 0.384 -0.096 1.888 -0.5 0.7 0.5 0.08
H 0.035 -1.239 -1.936 -0.7 -1.9 -0.8 0.08
```
Positions in Å, forces in eV/Å.

Among the records above, which one has the lowest HOMO-LUMO gap? C28H27NO3S